[1]
Below is a 2-piece molecular cluster, C6H10N2OS overall, with properties calculated with ωB97M-V/def2-TZVPD.

The value obtained for the HOMO energy (spin up / spin down) is -7.78 / -8.66 eV. For the energy relative to the best compared isomer or geometry (same formula, charge and spin), the calculation gives 152.0 kcal/mol. The largest force on an atom comes out at 3.8 eV/A. Its multiplicity is 1. As for the HOMO-LUMO gap (spin up / spin down): 6.3522 / 7.1607 eV.

```
20
Properties=species:S:1:pos:R:3:nbo_charge:R:1
C -2.07577 2.37077 -0.02532 -0.24
C -0.83466 1.80252 0.00213 -0.32
C -2.91816 1.46136 -0.83839 0.04
C -1.06375 0.47004 -0.50381 -0.08
C 1.43470 -0.22073 1.06316 -0.41
C 2.37818 -1.43084 -0.89773 -0.42
N -2.31988 0.34006 -1.14092 -0.47
N 1.30634 -0.58953 -0.33971 -0.61
O -0.65295 -2.32534 1.57952 -0.69
S -0.24342 -0.99018 -0.74355 0.85
H -2.36992 3.39479 0.54714 0.24
H 0.12000 1.97213 0.60625 0.24
H -3.92174 1.75510 -1.18676 0.20
H 1.66380 -1.12084 1.52399 0.20
H 2.35225 0.41476 1.16349 0.19
H 0.56823 0.31242 1.42429 0.22
H 2.81739 -2.14716 -0.19662 0.20
H 1.81121 -1.87281 -1.80196 0.21
H 3.18481 -0.73966 -1.36372 0.21
H -1.23665 -2.85686 1.12856 0.42
```

***

[2]
Below is an isolated ion of composition C6H10N3 and charge +1, with properties calculated with ωB97M-V/def2-TZVPD.

Its structure (SMILES) is [H]/N=C\C=C1\NCCC=[NH+]1. The value obtained for the HOMO energy (spin up / spin down) is -12.63 / -12.63 eV. For the energy relative to the best compared isomer or geometry (same formula, charge and spin), the calculation gives 94.8 kcal/mol. The largest force on an atom comes out at 6.7 eV/A. Its net charge is +1. Its multiplicity is 1. As for the HOMO-LUMO gap (spin up / spin down): 6.9190 / 6.9160 eV.

```
19
Properties=species:S:1:pos:R:3:nbo_charge:R:1
C -1.68988 -0.60963 0.53610 0.27
C 0.36038 0.05947 -0.30937 0.29
C -1.91233 0.68212 1.11293 -0.56
C 1.62346 -0.24167 -0.59144 -0.24
C 1.95495 -1.70265 -0.90897 0.06
C -1.03026 1.78023 0.58582 -0.23
N -0.48425 -0.92368 0.00590 -0.44
N 2.91394 -2.19547 -1.54989 -0.56
N 0.03063 1.36841 -0.22356 -0.56
H -2.44912 -1.42294 0.70558 0.26
H -2.97970 0.80137 0.84051 0.29
H -1.98462 0.77307 2.29514 0.33
H -0.46784 -1.63393 -0.61247 0.44
H 2.35764 0.55193 -0.78751 0.23
H 1.50087 -2.35347 -0.28025 0.16
H 3.63928 -1.76786 -2.23133 0.39
H -1.78414 2.53400 0.11803 0.23
H -0.52400 2.39444 1.43587 0.22
H 0.92500 1.90627 -0.14109 0.42
```

***

[3]
Below is C6H10N3O as an isolated structure, with properties calculated with ωB97M-V/def2-TZVPD.

The value obtained for the HOMO energy is -12.57 eV. For the energy relative to the best compared isomer or geometry (same formula, charge and spin), the calculation gives 65.0 kcal/mol. The largest force on an atom comes out at 5.8 eV/A. Its net charge is +1. Its multiplicity is 1. As for the HOMO-LUMO gap: 8.9887 eV.

```
20
Properties=species:S:1:pos:R:3:nbo_charge:R:1
C 2.07525 -1.25775 0.13174 -0.29
C 0.98412 -2.08341 0.24542 0.06
C 1.95190 0.14202 0.11395 0.26
C 0.62639 0.69400 0.20094 0.06
C -0.36803 -0.24237 0.31916 0.49
C -3.04999 -0.20533 0.03769 -0.27
N -0.25085 -1.55720 0.34947 -0.51
N 3.01788 0.94344 0.00011 -0.73
N 0.35700 2.01584 0.22447 -0.78
O -2.02898 0.59536 0.50188 -0.50
H 3.05858 -1.69530 0.06475 0.25
H 1.07236 -3.15646 0.26043 0.25
H -2.97342 -0.41435 -1.03710 0.18
H -3.95621 0.38194 0.21208 0.23
H -3.15379 -1.14515 0.59702 0.16
H -1.07734 -2.14050 0.43896 0.46
H 3.94465 0.55183 -0.00516 0.42
H 2.94047 1.93608 0.13792 0.41
H 0.99279 2.68956 -0.16636 0.40
H -0.62329 2.25938 0.26295 0.44
```

***

[4]
Below is an isolated ion of composition C6H10N3O and charge +1, with properties calculated with ωB97M-V/def2-TZVPD.

The value obtained for the HOMO energy (spin up / spin down) is -10.49 / -13.95 eV. For the energy relative to the best compared isomer or geometry (same formula, charge and spin), the calculation gives 100.8 kcal/mol. The largest force on an atom comes out at 3.7 eV/A. Its net charge is +1. Its multiplicity is 3. Its expectation value of S² is 2.010. As for the HOMO-LUMO gap (spin up / spin down): 7.6708 / 6.7193 eV.

```
20
Properties=species:S:1:pos:R:3:nbo_charge:R:1
C 1.43015 0.41688 1.24576 0.03
C 0.42737 -0.20542 -1.24538 0.00
C -1.75042 -0.49687 2.12194 0.10
C 0.22283 -0.39771 0.28013 0.09
C -1.03071 -0.35746 0.91480 0.24
C 1.48767 0.72234 -1.77568 -0.65
N 0.74142 -1.39456 -0.59867 -0.50
N -2.36487 -0.99268 0.86602 -0.55
N -1.56000 0.85834 1.65436 -0.54
O 1.00797 1.13851 2.15307 -0.41
H 2.48503 0.36020 0.84764 0.27
H -0.53690 -0.23434 -1.73963 0.20
H -1.85363 -0.74149 3.08701 0.26
H 2.58153 0.40000 -1.69754 0.25
H 1.44115 1.61837 -1.23299 0.23
H 1.14188 0.78629 -2.80089 0.24
H 0.15863 -2.16893 -0.90400 0.39
H -2.35046 -1.98093 0.65998 0.40
H -2.36661 1.33360 1.13587 0.46
H -0.69924 1.29260 2.13357 0.48
```

***

[5]
Below is one molecule with the formula C6H10N3OP, with properties calculated with ωB97M-V/def2-TZVPD.

The value obtained for the HOMO energy (spin up / spin down) is -7.15 / -7.16 eV. For the energy relative to the best compared isomer or geometry (same formula, charge and spin), the calculation gives 145.6 kcal/mol. The largest force on an atom comes out at 4.2 eV/A. Its multiplicity is 1. As for the HOMO-LUMO gap (spin up / spin down): 6.6614 / 6.6763 eV.

```
21
Properties=species:S:1:pos:R:3:nbo_charge:R:1
C 1.48004 0.53553 0.03382 0.05
C -1.97220 0.47890 0.04055 0.02
C 1.20365 1.87283 -0.26246 0.14
C 2.97002 0.24855 0.28622 -0.64
C -3.43222 1.05500 0.25294 -0.64
C 0.42918 -2.59561 -0.34874 -0.45
N 0.51662 -0.32983 0.03262 -0.23
N -1.20899 1.44066 -0.23103 -0.22
N -0.20381 -1.35324 0.02066 -0.25
O -0.08657 2.22325 -0.50853 -0.27
P -2.02932 -1.47050 0.09328 0.32
H 1.91557 2.77224 -0.26786 0.22
H 3.30957 -0.81523 -0.02698 0.21
H 3.13716 0.28710 1.33582 0.22
H 3.59152 1.01205 -0.14728 0.22
H -3.77386 0.84299 1.29500 0.21
H -4.01111 0.48145 -0.39944 0.21
H -3.63456 2.13637 0.22145 0.23
H 0.27781 -3.48439 0.38793 0.22
H 0.00514 -2.89713 -1.33653 0.22
H 1.51635 -2.44098 -0.47144 0.21
```

***

[6]
Below is an isolated ion of composition C6H10N3S and charge +1, with properties calculated with ωB97M-V/def2-TZVPD.

Its structure (SMILES) is C/[N+](S)=c1\cc[nH]cc1N. The value obtained for the HOMO energy (spin up / spin down) is -11.88 / -11.88 eV. For the energy relative to the best compared isomer or geometry (same formula, charge and spin), the calculation gives 27.7 kcal/mol. The largest force on an atom comes out at 4.4 eV/A. Its net charge is +1. Its multiplicity is 1. As for the HOMO-LUMO gap (spin up / spin down): 7.6791 / 7.6796 eV.

```
20
Properties=species:S:1:pos:R:3:nbo_charge:R:1
C -0.92429 -1.09810 -0.38683 -0.28
C -2.24562 -0.92089 -0.45540 0.07
C -2.03832 1.42992 -0.12122 0.01
C -0.09256 0.01418 -0.18548 0.24
C -0.64244 1.29067 -0.00377 0.12
C 1.88652 -1.47408 0.39618 -0.43
N -2.80908 0.28452 -0.32640 -0.44
N 0.12168 2.33467 0.46090 -0.77
N 1.37348 -0.16856 0.05873 -0.55
S 2.53072 0.87626 -0.65288 0.22
H -0.60725 -2.06161 -0.56127 0.25
H -2.99939 -1.79339 -0.58812 0.25
H -2.35611 2.45846 0.05777 0.25
H 2.06408 -1.91483 -0.61530 0.20
H 2.88969 -1.44197 0.93098 0.23
H 1.27701 -2.13741 0.90553 0.23
H -3.80908 0.18518 -0.33734 0.45
H -0.30580 3.23749 0.46857 0.40
H 1.08099 2.20865 0.13208 0.40
H 3.54590 0.22867 -0.06903 0.15
```

***

[7]
Below is one molecule with the formula C6H10N4, with properties calculated with ωB97M-V/def2-TZVPD.

Its structure (SMILES) is [H]/N=c1/c(C)cnc(C)n1N. The value obtained for the HOMO energy is -7.94 eV. For the energy relative to the best compared isomer or geometry (same formula, charge and spin), the calculation gives 72.8 kcal/mol. The largest force on an atom comes out at 4.2 eV/A. Its multiplicity is 1. As for the HOMO-LUMO gap: 8.3615 eV.

```
20
Properties=species:S:1:pos:R:3:nbo_charge:R:1
C 0.78765 1.58611 0.07387 0.14
C 1.55176 0.46941 -0.06794 -0.28
C 1.05064 -0.82442 -0.00584 0.53
C -1.31017 0.49981 0.01680 0.45
C 3.03408 0.64084 0.02736 -0.64
C -2.77699 0.65603 0.02782 -0.67
N -0.57734 1.61931 0.09731 -0.56
N 1.50963 -1.98572 0.11747 -0.70
N -0.75679 -0.70191 0.08683 -0.29
N -1.55969 -1.86259 -0.13191 -0.67
H 1.26604 2.48731 0.26118 0.19
H 3.36680 1.37257 -0.82671 0.22
H 3.40323 -0.40477 -0.21094 0.24
H 3.61936 0.79042 0.92920 0.23
H -2.99044 1.64433 -0.25271 0.25
H -3.24859 0.45804 0.96509 0.23
H -3.24982 -0.06665 -0.75732 0.21
H 0.90180 -2.61807 0.49725 0.38
H -1.60113 -2.05044 -1.22919 0.37
H -2.42004 -1.70962 0.38238 0.37
```

***

[8]
Below is a 2-piece molecular cluster, C6H10N4O overall, with properties calculated with ωB97M-V/def2-TZVPD.

Its structure (SMILES) is NC(N)=CC=O.N#C/C=C/N. The value obtained for the HOMO energy is -8.87 eV. For the energy relative to the best compared isomer or geometry (same formula, charge and spin), the calculation gives 14.2 kcal/mol. The largest force on an atom comes out at 1.4 eV/A. Its multiplicity is 1. As for the HOMO-LUMO gap: 9.4741 eV.

```
21
Properties=species:S:1:pos:R:3:nbo_charge:R:1
C 3.38219 0.63825 0.26568 0.10
C 2.42941 -0.25624 -0.00217 -0.46
C 2.71216 -1.48638 -0.68990 0.27
C -2.42835 -0.64628 0.42398 0.43
C -1.75768 0.49346 0.19014 -0.49
C -2.21600 1.54187 -0.69377 0.39
H 3.86530 2.50648 1.01882 0.39
H 2.25851 2.04863 1.21300 0.39
H 4.41087 0.47108 -0.03460 0.21
H 1.40401 -0.08302 0.31650 0.23
H -2.37071 -2.46126 1.29946 0.39
H -1.24827 -1.33056 1.90954 0.39
H -3.61509 -0.68706 -1.24568 0.39
H -4.34136 -1.17133 0.20384 0.39
H -0.77701 0.63019 0.65618 0.20
H -3.23494 1.38641 -1.13656 0.09
N 3.21580 1.73352 1.06417 -0.78
N 2.95127 -2.47467 -1.24934 -0.35
N -2.14829 -1.48441 1.47185 -0.79
N -3.48850 -1.11601 -0.32195 -0.83
O -1.59920 2.54666 -0.98966 -0.57
```